Entry 1:
# C5H13NO

A 2-piece molecular cluster, C5H13NO overall at a distorted geometry (wB97M-V/def2-TZVPD, the Open Molecules 2025 dataset).

Computed properties:
Relative energy (zero: lowest compared OMol25 entry of this formula, charge and spin) ... 169.5 kJ/mol
SMILES ... C/C=C/CCN.O
Lowest unoccupied orbital energy ... 1.0 eV
Orbital gap ... 10.08 eV
Highest occupied orbital energy ... -9.084 eV

Geometry (Å):
C -1.777 0.950 -0.279
C -0.641 0.498 -1.179
C 0.553 -0.175 -0.576
C 1.371 -1.019 -1.180
C 2.798 -1.300 -0.760
N -1.272 1.381 1.012
H -2.321 1.782 -0.740
H -2.483 0.143 -0.099
H -1.009 -0.087 -2.027
H -0.245 1.373 -1.722
H 0.929 0.322 0.316
H 1.248 -1.209 -2.242
H 3.154 -0.444 -0.189
H 2.887 -2.153 -0.102
H 3.429 -1.394 -1.641
H -0.687 2.202 1.067
H -2.013 1.688 1.634
H -1.692 -1.375 3.363
H -1.009 -0.618 2.202
O -1.219 -0.566 3.144

Here are the Mulliken charges for atoms 1 to 4, given in e: C -0.525; C -0.580; C -0.291; C -0.080



Entry 2:
# H14O7Pt

H14O7Pt as an isolated structure (wB97M-V/def2-TZVPD, the Open Molecules 2025 dataset).

Computed properties:
Relative energy (zero: lowest compared OMol25 entry of this formula, charge and spin) ... 784.2 kJ/mol
Multiplicity ... 3
Lowest unoccupied orbital energy (alpha / beta) ... -12.0 / -14.0 eV
Orbital gap (alpha / beta) ... 5.59 / 3.20 eV
Net charge ... +2
Highest occupied orbital energy (alpha / beta) ... -17.549 / -17.181 eV

Geometry (Å):
Pt 0.078 0.310 0.156
O 2.601 -2.564 0.515
H 2.354 -3.359 0.044
H 3.557 -2.593 0.551
O -0.531 -2.494 -3.057
H 0.125 -2.768 -3.697
H -1.014 -3.294 -2.851
O 1.418 3.631 1.773
H 0.632 3.928 2.233
H 2.126 4.156 2.145
O -0.390 -0.106 4.183
H 0.317 -0.057 4.825
H -1.082 -0.598 4.625
O -3.206 -1.886 0.773
H -4.091 -1.539 0.666
H -3.328 -2.832 0.858
O 2.576 1.194 -2.621
H 3.411 0.736 -2.722
H 2.457 1.662 -3.447
O -2.354 2.674 -1.478
H -3.127 3.055 -1.060
H -2.529 2.745 -2.416

Here are the Mulliken charges for atoms 1 to 4, given in e: Pt 1.287; O -0.577; H 0.340; H 0.341



> Number 2 is which compound?

H14O7Pt



Copy entry 1 word for word.
# C5H13NO

A 2-piece molecular cluster, C5H13NO overall at a distorted geometry (wB97M-V/def2-TZVPD, the Open Molecules 2025 dataset).

Computed properties:
Relative energy (zero: lowest compared OMol25 entry of this formula, charge and spin) ... 169.5 kJ/mol
SMILES ... C/C=C/CCN.O
Lowest unoccupied orbital energy ... 1.0 eV
Orbital gap ... 10.08 eV
Highest occupied orbital energy ... -9.084 eV

Geometry (Å):
C -1.777 0.950 -0.279
C -0.641 0.498 -1.179
C 0.553 -0.175 -0.576
C 1.371 -1.019 -1.180
C 2.798 -1.300 -0.760
N -1.272 1.381 1.012
H -2.321 1.782 -0.740
H -2.483 0.143 -0.099
H -1.009 -0.087 -2.027
H -0.245 1.373 -1.722
H 0.929 0.322 0.316
H 1.248 -1.209 -2.242
H 3.154 -0.444 -0.189
H 2.887 -2.153 -0.102
H 3.429 -1.394 -1.641
H -0.687 2.202 1.067
H -2.013 1.688 1.634
H -1.692 -1.375 3.363
H -1.009 -0.618 2.202
O -1.219 -0.566 3.144

Here are the Mulliken charges for atoms 1 to 4, given in e: C -0.525; C -0.580; C -0.291; C -0.080



> Look up the relative energy (zero: lowest compared OMol25 entry of this formula, charge and spin) of the second one.

784.2 kJ/mol



> Which of these has the lowest relative energy (zero: lowest compared OMol25 entry of this formula, charge and spin)?

C5H13NO